Density functional theory data (ωB97M-V/def2-TZVPD) for a cluster of 11 separate species, C10H40N21O13 in total in a non-equilibrium geometry.

Structure (XYZ):
```
84
Properties=species:S:1:pos:R:3:forces:R:3
N -0.256196 -0.503578 0.661083 0.6889 -1.5687 -1.2818
O -0.206066 -0.847298 -0.548527 -0.2362 0.4338 -0.1996
O 0.261964 0.506352 1.064903 1.3695 3.4619 0.0606
O -0.729846 -1.247678 1.491923 -1.7636 -2.2374 1.4626
C 1.854154 0.856652 -6.753817 0.7245 0.3147 -0.7049
O 2.324874 0.754602 -7.845667 0.6152 0.5800 -2.7372
N 1.761164 -0.136858 -5.948247 -0.0732 -6.4229 1.9950
N 1.367384 1.876532 -6.132857 -1.5018 6.4471 0.7202
H 1.061374 -0.143588 -5.220007 0.0956 -0.0150 -0.2236
H 1.726304 -0.918638 -6.586767 0.2528 -1.0425 0.8801
H 1.535104 1.964402 -5.140757 -0.1503 -0.0254 -0.1969
H 1.431384 2.742022 -6.649507 0.0489 0.1616 0.2993
C 1.975764 2.840862 6.401533 1.3869 -1.3030 0.4903
O 2.389914 2.734282 7.502393 0.9447 0.3031 4.1949
N 0.875134 3.351542 5.985913 -5.2365 2.6679 -1.7524
N 2.619724 2.336162 5.380083 2.1756 -1.2556 -2.8354
H 0.117554 3.750042 6.521973 0.5764 -0.2350 0.1390
H 0.712774 3.190012 5.002223 -0.7909 0.5074 0.4735
H 2.117054 2.383152 4.505323 1.1837 -0.8246 -0.1985
H 3.408584 1.740942 5.588773 -0.2743 0.0788 -0.5515
C -4.220916 4.003802 3.164833 1.9673 -2.0044 2.3418
O -3.960676 3.472712 4.225263 -0.3158 -0.3786 1.6009
N -3.529616 3.728382 2.105253 2.7199 -1.4732 -3.7526
N -5.071706 4.937152 2.956383 -4.0775 3.5572 -0.2587
H -3.843746 3.982492 1.179593 0.3849 -0.2358 0.2226
H -2.769676 3.072372 2.215843 -0.2141 0.0082 -0.2906
H -5.784286 5.097922 3.653873 0.0966 0.1368 -0.3510
H -5.191206 5.228562 1.996753 -0.4756 0.2931 0.5518
C -1.958556 -0.584878 7.726563 2.5956 -0.8627 0.8723
O -1.413316 -1.364768 8.520393 -0.9923 -0.1821 -1.2700
N -1.989626 -0.595588 6.386213 0.1620 -2.0838 -1.8769
N -2.370676 0.597932 8.098223 -1.7229 3.2518 2.1160
H -2.419936 0.170732 5.888533 0.2180 -0.6005 -0.1710
H -1.720446 -1.441678 5.904773 -0.1760 0.3690 -0.1231
H -2.226286 0.888172 9.054783 -0.1537 -0.0004 -0.3530
H -2.714076 1.240032 7.398293 0.0662 0.1415 0.7084
C 3.720514 -3.058598 4.072263 2.4295 -1.3922 5.2274
O 4.859874 -3.494578 4.251713 0.3364 0.6218 -0.9132
N 2.995384 -3.268808 3.046953 -0.5520 -1.0712 -4.9016
N 2.995034 -2.583038 5.085563 -2.2210 1.6951 1.8439
H 2.040294 -2.981618 2.887513 0.4698 -0.0295 -0.3345
H 3.636434 -3.716248 2.407463 -1.1041 -0.0303 -1.1727
H 2.011934 -2.623608 4.857603 0.0086 0.4002 0.7239
H 3.195524 -2.655348 6.072823 0.5543 -0.1014 -0.5362
C 2.023654 5.794902 -2.229377 2.7862 -2.7878 0.5136
O 3.153044 5.397692 -2.034967 0.9940 -0.1440 0.8133
N 1.757304 6.858742 -2.915507 -1.5029 3.3070 -1.6925
N 0.936914 5.085312 -1.950007 -3.0958 -1.2195 0.8763
H 0.761394 6.974792 -3.037147 0.5860 1.1826 -0.5736
H 2.477564 7.525112 -3.154827 -0.4538 -0.2137 -0.0010
H 0.049504 5.536942 -2.119217 0.0392 -0.3910 0.2374
H 0.878084 4.288812 -1.331767 0.6582 0.1981 -0.1688
C 5.306454 -0.353088 -1.747227 4.0432 0.5567 -3.1562
O 6.320414 -0.087488 -2.376017 1.6220 0.0167 -0.2897
N 4.849414 -1.527328 -1.568857 -2.0691 -5.1049 1.0314
N 4.544174 0.565252 -1.321667 -2.8087 4.5764 1.9627
H 3.867344 -1.486008 -1.336667 0.1460 -1.3647 -0.0636
H 5.300954 -2.333088 -1.977477 -0.3875 0.2936 0.0667
H 3.690324 0.347952 -0.827887 0.2013 0.8392 0.0885
H 4.969934 1.471532 -1.453907 -0.8715 0.2115 0.3817
C -0.324386 -7.186838 0.502333 0.7602 1.4514 -3.7255
O -0.028076 -6.778068 -0.596627 0.0888 1.4638 -1.4109
N -0.221206 -8.397498 0.804063 1.2023 -8.0185 2.5704
N -0.896786 -6.535588 1.452873 -2.4120 5.1695 2.5268
H 0.033474 -9.154198 0.185493 0.2461 0.5703 0.1431
H -0.387666 -8.578188 1.783723 0.0216 -0.9579 -0.4663
H -0.992426 -6.748258 2.435583 0.0193 -0.0710 -0.5758
H -1.274306 -5.680518 1.070213 0.0984 0.4316 0.9111
C -1.403856 -4.600908 -6.671777 2.3920 -5.9284 0.5162
O -1.040896 -5.754468 -6.977797 0.0505 0.7643 0.8596
N -1.953306 -3.861428 -7.570857 -3.1597 3.9075 -3.6257
N -1.248496 -4.040198 -5.480467 -0.0963 1.5184 1.3279
H -2.057246 -4.190128 -8.520207 0.4538 -0.5403 0.4105
H -2.796406 -3.369558 -7.311357 0.2777 0.4389 0.2303
H -1.235566 -3.032748 -5.551057 0.0380 -0.1316 0.7969
H -0.890426 -4.510678 -4.661617 0.0389 -0.0072 -0.4815
C -4.088386 1.327352 -4.869947 1.5207 -1.3168 0.5711
O -3.611096 0.620892 -5.694627 1.5298 -1.6877 -2.4623
N -5.000346 2.208292 -5.084807 -4.7669 4.2175 -2.1742
N -3.733876 1.358422 -3.600397 0.7781 -0.2785 2.9343
H -5.595596 2.609512 -4.374317 0.4758 -0.0603 -0.1136
H -5.202536 2.545762 -6.015037 0.0570 -0.5681 0.1170
H -4.490706 1.727552 -3.042677 0.9145 -0.3637 0.8837
H -3.064696 0.680022 -3.265627 -0.4557 -0.0140 0.2728
```
Positions in Å, forces in eV/Å.

Spin multiplicity = 1
Strongest force on any atom = 8.5 eV/A
Energy relative to the best compared isomer or geometry (same formula, charge and spin) = 943.35 kJ/mol
Total charge = -1
Energy = -68929.934 eV
Gap between HOMO and LUMO = 6.743 eV
Lowest unoccupied orbital energy = 1.193 eV


Density functional theory data (ωB97M-V/def2-TZVPD) for a structure of composition C10H41Ba2NO11 in a non-equilibrium geometry.

Structure (XYZ):
```
65
Properties=species:S:1:pos:R:3:forces:R:3
N -2.765308 -0.016509 2.193789 -1.0334 -0.9975 0.8227
H -2.436051 -0.629525 1.461736 0.6269 -0.8086 -2.0770
H -2.292792 0.860583 2.359709 1.3622 1.8734 -0.9661
H -2.435718 -0.530120 2.998566 -1.1504 -0.3257 0.5692
H -3.763345 0.123464 2.127174 -0.5752 -0.3465 0.2052
Ba 0.619675 0.203135 4.053542 0.8529 1.5617 -2.1725
Ba -0.446210 -3.473085 2.820476 0.2314 0.0523 -3.1491
O -1.182129 1.893688 2.836909 0.0375 -1.9573 1.9856
H -1.800543 2.005407 3.584981 0.3723 0.8838 -0.3454
O -1.707897 -2.073610 0.535906 0.4200 -0.2273 3.5740
C -0.725051 -1.418051 -0.189133 1.0385 -0.5008 -1.6143
C 0.511549 -0.720674 0.493406 -0.6535 0.1559 0.4348
O 1.119044 -1.349363 1.635689 -1.8336 -0.8943 2.2488
H -1.250045 -0.750441 -0.872347 0.3382 1.1093 0.1653
H -0.343972 -2.106408 -0.943482 0.5654 -0.5639 0.0513
H 0.186740 0.281502 0.773107 -0.1297 0.4816 0.2393
H 1.337280 -0.551339 -0.197665 -0.2983 -0.1501 -0.5369
C 4.993440 -0.038280 0.794666 -1.3054 -1.4332 0.6252
O 4.491397 -1.247125 1.538609 1.1647 1.4575 0.3221
H 5.581401 -0.385461 -0.054967 -0.1663 0.2003 -0.0328
H 4.129015 0.569999 0.528453 0.1547 0.0403 -0.3823
H 5.609122 0.583296 1.444789 0.0109 -0.4893 0.2195
H 3.661157 -1.615929 1.228305 0.2922 0.5470 -0.5273
C 0.331566 -0.942487 -3.828804 -1.1626 1.4910 -0.8643
O 0.677374 -0.181833 -4.998468 0.3602 -0.5734 0.3616
H 0.991763 -0.765727 -2.979694 0.6858 -0.6346 -0.2140
H -0.618043 -0.561637 -3.452930 -0.4473 -0.1289 0.0387
H 0.136052 -1.953645 -4.185790 0.6063 -0.1083 0.4995
H 0.405386 0.735790 -4.923729 -0.0465 -0.0392 0.2259
C 0.732905 4.627974 2.638865 0.0390 -1.1040 1.2880
O 0.735292 3.391609 2.025605 0.8148 -2.6511 -2.0362
H 0.552213 4.319321 3.668517 -0.2283 1.3067 0.7030
H 1.793783 4.865123 2.558861 -0.4762 1.5087 -0.0764
H -0.096400 5.198383 2.220552 0.7110 0.8842 0.2049
H 0.035892 2.789714 2.290496 -0.6912 0.5611 0.2617
C -2.324161 -4.636212 -1.588351 0.6834 0.2104 -0.1551
O -2.924058 -4.456580 -0.342866 -0.9509 -0.8194 1.5010
H -2.457431 -3.719779 -2.163240 0.1372 -0.1730 -0.4726
H -1.269045 -4.847816 -1.415040 0.3856 0.0702 -0.4901
H -2.735085 -5.504404 -2.103614 -0.2628 0.2269 0.1230
H -2.584412 -3.661015 0.073447 0.1421 0.5496 -0.4416
C -3.779702 -0.131875 -2.100845 -0.5737 -1.3369 0.3972
O -3.996986 -1.231760 -1.177233 0.1445 0.4406 0.0262
H -3.069341 -0.386725 -2.887315 0.1488 -0.0674 0.0303
H -4.770606 -0.098597 -2.553729 0.2298 0.8520 -0.1379
H -3.458892 0.772484 -1.583823 -0.2387 0.1626 -0.1127
H -3.187399 -1.539275 -0.762984 0.2899 -0.0209 -0.0503
C 2.407618 2.383546 -0.960766 -1.2806 -0.3913 1.2005
O 2.702843 2.948312 0.332010 1.6339 -0.3493 -1.2453
H 3.126019 1.644881 -1.316249 0.5795 0.4177 0.3077
H 1.506870 1.794345 -0.788763 -0.4246 -0.1179 -0.5010
H 2.184858 3.093758 -1.757054 0.2690 0.2994 0.2085
H 1.915273 3.088135 0.862853 -0.5474 -0.0032 -0.2541
C -2.014477 4.386898 0.206080 -0.4754 -1.0761 -1.1886
O -1.791160 2.949604 0.083902 -0.1781 0.4994 0.3014
H -2.149180 4.710743 1.238101 0.2266 0.0540 -0.0957
H -1.266140 4.923944 -0.376736 0.3941 0.0906 0.5845
H -2.932029 4.560672 -0.356069 -0.2021 0.1211 0.3204
H -1.396578 2.635170 0.900631 0.0771 0.2142 -0.0245
C 3.014278 -3.601054 -0.581034 0.7312 0.2008 -1.0695
O 2.899939 -3.597331 0.819308 -0.9607 -0.8814 0.9792
H 2.086402 -3.742179 -1.135321 -0.3853 0.3264 0.2285
H 3.487434 -2.643545 -0.798738 -0.0020 -0.0776 -0.8812
H 3.644323 -4.409206 -0.952562 0.2623 0.0665 0.5295
H 2.362285 -2.822879 1.000299 -0.3396 0.3308 0.3303
```
Positions in Å, forces in eV/Å.

Spin multiplicity = 1
Strongest force on any atom = 3.6 eV/A
Total charge = +2
Energy = -36413.818 eV
Gap between HOMO and LUMO = 4.263 eV
Lowest unoccupied orbital energy = -9.562 eV


Density functional theory data (ωB97M-V/def2-TZVPD) for a structure of composition C10H4CrN2O4 in a non-equilibrium geometry.

Structure (XYZ):
```
21
Properties=species:S:1:pos:R:3:forces:R:3
Cr 0.116059 -0.984140 -1.894056 0.6038 4.0570 2.6258
O -1.939828 4.806371 -2.011342 0.9133 -2.9158 0.3133
C -1.592445 3.721030 -1.898732 -0.8770 2.8491 -0.3182
C 1.811199 -1.748584 -2.006518 11.3910 -2.0222 -2.3221
O 2.948584 -1.913197 -2.269921 -6.7813 0.5373 1.7479
C -1.469237 -1.848456 -1.576762 -11.4043 -2.9448 1.7366
O -2.595063 -2.117559 -1.351762 6.7079 1.0965 -1.3447
C -0.342266 -0.272485 -3.666518 -2.5936 0.4327 -8.6784
O -0.696807 -0.146989 -4.773194 1.9884 -0.2356 6.1677
N -0.964846 -2.324330 4.089771 0.7551 1.5600 -1.7236
C -0.594392 -1.562119 3.286038 -0.8550 -1.4087 1.5365
C -0.102477 -0.623643 2.313142 -0.4236 -0.2630 -0.3899
C 0.721396 0.425313 2.688199 0.2774 0.2280 0.0871
C 1.183343 1.327123 1.740306 -0.0453 0.2014 -0.8231
C 0.876335 1.100573 0.394050 0.1319 -0.6776 -0.3652
N 0.172606 -0.020376 -0.015336 -0.4636 0.2952 1.1951
C -0.414490 -0.772812 0.966204 0.7747 -0.0384 -0.3440
H 0.987849 0.526868 3.726917 0.0788 0.1066 0.1928
H 1.806782 2.184204 2.037059 -0.4689 -0.4305 -0.2805
H 1.188902 1.788964 -0.406528 0.0332 -0.4475 0.5018
H -1.101201 -1.545754 0.628991 0.2570 0.0203 0.4852
```
Positions in Å, forces in eV/Å.

Spin multiplicity = 5
Strongest force on any atom = 11.9 eV/A
Total charge = +2
Energy = -50004.165 eV
Gap between HOMO and LUMO (spin up / spin down) = 5.600 / 5.852 eV
Lowest unoccupied orbital energy (spin up / spin down) = -11.754 / -11.500 eV


> Among the records above, which one has the highest spin multiplicity?

C10H4CrN2O4